One molecule with the formula C4H8O in a non-equilibrium geometry, computed with ωB97M-V with the def2-TZVPD basis set.

Geometry (Å):
O (-0.36734, -1.10107, 1.19765)
C (-1.01889, -0.72808, -1.34822)
H (1.53576, -0.61748, 0.65437)
C (0.25382, -0.25735, -0.79568)
H (-0.46995, 1.65244, 1.14216)
C (0.46193, -0.23839, 0.66872)
H (1.27622, 1.82044, 0.79611)
H (0.71903, 1.09123, 2.33255)
C (0.51299, 1.18690, 1.26276)
H (-0.97828, -1.81316, -1.52200)
H (1.10102, -0.15569, -1.48083)
H (-1.80189, -0.58618, -0.59129)
H (-1.22442, -0.25360, -2.31629)

Forces on the atoms, in the same order (eV/Å):
-0.20 -0.40 0.60
-0.07 -0.11 0.01
-0.35 -0.15 0.24
0.10 0.12 -0.53
0.14 -0.02 0.01
0.82 0.66 -0.58
-0.11 -0.15 0.05
0.00 0.06 -0.12
-0.15 -0.08 0.17
-0.06 0.08 -0.02
-0.13 0.07 0.23
0.02 0.02 -0.26
-0.03 -0.08 0.19

Properties
- net charge = 0
- max |F| (eV/A) = 1.2
- relative energy (zero: lowest compared OMol25 entry of this formula, charge and spin) (kJ/mol) = 363.2
- E_HOMO (alpha / beta) (eV) = -8.25 / -9.39
- orbital gap (alpha / beta) (eV) = 6.98 / 9.07

Here are the Mulliken charges for atoms 1 to 6, given in e:
1 O -0.61
2 C -1.00
3 H 0.16
4 C -0.23
5 H 0.29
6 C 0.52

***

A 7-piece molecular cluster, C21H50Cl8N2O5 overall in a non-equilibrium geometry, computed with ωB97M-V with the def2-TZVPD basis set.

Geometry (Å):
O (1.93908, -0.77657, -5.01095)
H (5.29240, -2.23287, -2.01772)
H (1.00337, -0.17453, -3.17983)
C (4.67114, -4.87373, -2.76271)
H (-0.62913, -3.04357, -0.68198)
Cl (-6.00503, 2.50979, 1.76482)
H (-5.82845, -0.96472, 0.81910)
C (2.99482, 0.46344, -0.11516)
H (-1.45315, -0.63675, -4.49285)
H (1.40286, 3.96229, 6.50524)
C (-1.72690, 1.24303, -2.05695)
H (-2.36222, 1.14580, -2.93730)
H (-1.13715, 4.77765, 4.62964)
C (-1.11411, -3.85291, -0.13620)
C (-1.73364, 1.41598, 2.25328)
H (4.02845, 0.66879, 0.16327)
H (-0.21540, 4.14854, 7.18007)
H (-0.68362, -0.15138, 2.63004)
Cl (0.82231, 6.08552, 6.60510)
Cl (-2.97807, -0.65501, 7.29208)
H (-2.35544, -0.50909, 5.16668)
N (0.00751, -0.28687, -3.05434)
Cl (-5.03891, -0.20863, 2.94180)
H (4.43130, -4.77308, -3.82123)
H (-1.86350, 1.78606, 1.23628)
H (1.08258, 2.44004, 1.47001)
C (3.39986, -2.91655, -2.34205)
Cl (0.99913, 4.45967, 3.66839)
C (4.30189, -1.88579, -1.72355)
H (-7.03279, -0.02193, 1.67886)
O (-1.58381, 0.02937, 2.34971)
C (-5.52800, 1.13619, 0.62771)
H (-0.59849, 3.22168, 4.93005)
H (2.75675, -1.41948, -6.77967)
C (-5.96814, -0.09090, 1.45552)
H (1.56664, 0.95388, 2.03904)
H (3.95532, -0.73917, -5.57885)
H (-0.09900, 0.22607, 7.18279)
H (2.93251, 1.13637, -2.14795)
C (0.58343, -1.10548, -5.36150)
C (1.93602, 1.76458, 1.41101)
H (4.93908, -0.01347, -2.01077)
H (-3.02395, -4.09872, 1.08604)
H (4.57794, -5.95927, -2.79439)
Cl (-3.51944, -2.51106, -0.69108)
H (-2.24340, 3.71860, -3.05442)
H (-0.95958, 1.24988, 6.05514)
H (-0.39015, -4.29315, 0.54950)
H (-0.35753, 0.66097, -4.88804)
C (-2.71321, 3.43908, -2.11142)
O (3.65931, -4.23619, -1.96056)
C (-0.62305, 0.22749, 6.22703)
H (-4.44616, 1.06408, 0.51578)
H (0.28137, 1.10926, -1.56053)
H (3.32785, -2.26837, -5.32333)
H (-6.00890, 1.32380, -0.33231)
C (-1.74317, -0.76270, 6.03207)
H (2.80389, 2.35952, 1.69555)
C (-0.30243, 1.00206, -2.47475)
C (-2.44996, -3.34018, 0.55382)
O (2.04594, 1.49586, 0.06818)
H (-0.89823, 1.98148, 2.66607)
C (3.03429, -1.30156, -5.73221)
C (-0.41047, -0.32577, -4.42800)
H (5.66496, -4.47308, -2.56296)
C (2.98625, 0.16632, -1.65377)
H (0.35030, -0.84331, -6.39349)
H (2.46786, -2.56515, -1.89932)
H (4.40406, -1.80964, -0.64102)
Cl (-1.54555, -5.00776, -1.42819)
H (2.81530, -0.39074, 0.53772)
H (0.10179, 1.76352, -3.14175)
H (-2.18734, -2.54581, 1.25246)
H (3.23853, -2.82201, -3.41589)
H (-3.68667, 2.98406, -2.29427)
H (-1.37825, -1.78981, 6.03168)
H (-2.78897, 4.28725, -1.43100)
H (2.00509, -0.28013, -1.81532)
H (-2.65554, 1.67416, 2.77439)
C (0.43887, 4.45054, 6.36226)
Cl (0.76256, -0.16400, 5.12706)
C (-0.23974, 4.25067, 4.95376)
N (4.09334, -0.51813, -2.23467)
O (-1.83259, 2.51340, -1.44241)
H (0.36978, -2.16283, -5.20511)
H (-2.13672, 0.50487, -1.36756)

Forces on the atoms, in the same order (eV/Å):
-1.63 1.10 1.11
0.49 0.57 -0.14
1.61 -1.71 0.79
-0.91 0.27 -0.84
-0.09 0.18 0.36
0.57 0.13 -1.09
0.24 -0.28 0.35
0.53 -0.46 -1.54
0.02 -0.26 -0.34
-0.37 -0.70 -0.66
-1.34 0.62 -0.52
-0.35 0.35 -0.22
0.40 0.86 0.75
-1.69 0.54 -0.12
-0.66 1.03 0.12
0.24 1.08 0.10
-0.22 -0.19 -0.25
0.05 -0.14 0.11
0.39 2.55 0.43
-0.11 0.18 0.83
0.73 -0.33 -0.46
0.64 3.94 -2.96
0.13 -0.37 0.09
0.07 1.02 -0.39
0.10 -0.28 -0.37
0.08 0.44 0.14
-1.59 0.73 1.17
-0.32 -0.09 0.12
2.42 0.41 -0.83
0.17 0.03 0.21
0.47 -0.80 -0.24
-0.31 0.07 2.00
0.43 -0.32 -0.20
0.32 0.14 -0.11
-0.54 0.20 -1.87
0.95 -0.56 0.12
-0.56 0.75 -0.12
-0.67 -0.33 0.21
-0.03 0.29 0.13
0.25 -0.69 0.78
-1.67 2.25 0.69
0.03 0.29 -0.21
0.08 -0.07 -0.46
0.24 -0.06 1.46
0.52 -0.47 0.66
-0.20 0.29 -0.13
0.09 -0.10 -0.25
-0.37 -0.12 0.09
-0.21 0.65 0.70
0.74 -0.48 0.35
0.43 -0.66 -0.18
0.66 0.35 0.28
0.01 0.51 0.03
0.35 0.01 0.10
-0.39 -0.38 -0.18
-0.21 -0.35 0.27
-0.31 -0.10 -0.16
0.15 -0.56 0.88
-0.35 -0.34 3.56
1.41 0.49 -0.67
0.81 -1.72 -1.09
0.06 -0.08 0.25
0.03 -1.10 -0.23
0.17 -1.99 -1.76
0.02 -0.39 0.09
-0.63 0.91 1.27
0.01 0.03 -0.08
-0.98 -1.01 -0.06
-0.83 -0.90 0.33
0.24 -0.33 0.13
-0.77 -0.36 -0.18
-0.08 0.07 -0.35
-0.05 -0.01 0.02
0.62 0.19 -0.10
-0.09 0.08 0.06
-0.05 0.17 -0.24
-0.12 -0.02 -0.28
0.42 -0.63 -0.20
0.03 0.24 0.17
-1.12 -0.77 -0.98
-0.38 0.19 -0.37
0.77 -1.37 0.79
0.21 -1.27 -0.32
-0.07 -0.35 -0.33
0.32 -0.31 -0.24
0.56 -0.38 0.20

Properties
- net charge = +1
- spin multiplicity = 2
- max |F| (eV/A) = 5.0
- E_HOMO (alpha / beta) (eV) = -11.85 / -11.85
- orbital gap (alpha / beta) (eV) = 9.60 / 3.67

Here are the Mulliken charges for atoms 1 to 6, given in e:
1 O -0.30
2 H 0.45
3 H -0.06
4 C -0.68
5 H -0.10
6 Cl -0.19

***

C5H11O2Si as an isolated structure in a non-equilibrium geometry, computed with ωB97M-V with the def2-TZVPD basis set.

Geometry (Å):
H (1.41724, 0.58299, -0.68848)
C (0.08950, -0.40450, 0.98020)
H (0.25245, -2.40516, -0.50619)
H (-0.75072, -2.05441, -1.98536)
H (0.50472, 0.58171, -2.27774)
H (-1.40436, -0.16146, -0.55663)
C (-0.32144, -0.33572, -0.49108)
Si (0.13943, 1.10288, 2.12768)
H (0.93703, -1.31587, -1.74364)
O (2.21108, -1.43096, 0.55834)
H (0.00229, 0.98778, 3.55092)
H (0.01259, 1.79101, -0.91833)
C (1.57375, -0.66468, 1.24500)
H (0.85492, 2.16689, 1.39466)
C (0.47228, 0.81537, -1.18266)
H (-0.42712, -1.15303, 1.46339)
C (0.02273, -1.56949, -1.30151)
O (1.96944, -0.01939, 2.26405)
H (-1.41442, 1.79274, 2.07237)

Forces on the atoms, in the same order (eV/Å):
0.58 1.08 -0.76
0.92 1.89 -0.74
-0.23 1.25 -1.76
0.86 1.26 0.57
0.05 0.78 0.87
0.10 0.16 0.16
-0.99 1.00 -0.59
-1.63 0.50 -1.14
1.30 -0.58 -1.16
1.34 -0.98 -0.90
0.39 -0.10 0.98
0.77 -0.41 -0.35
-0.79 -0.43 0.04
0.19 0.27 0.45
-1.21 -0.79 0.35
-1.31 -1.93 1.14
-1.21 -3.46 2.52
-0.29 1.01 0.64
1.19 -0.52 -0.33

Properties
- net charge = -1
- max |F| (eV/A) = 4.4
- relative energy (zero: lowest compared OMol25 entry of this formula, charge and spin) (kJ/mol) = 182.0
- E_HOMO (eV) = -4.45
- orbital gap (eV) = 8.48

Here are the Mulliken charges for atoms 1 to 6, given in e:
1 H 0.39
2 C -0.74
3 H 0.24
4 H 0.27
5 H 0.40
6 H 0.42

***

C12H10BrMgN3 as an isolated structure in a non-equilibrium geometry, computed with ωB97M-V with the def2-TZVPD basis set.

Geometry (Å):
H (3.15285, -2.37731, 0.16076)
C (-3.10119, 0.02231, -1.11510)
C (-3.20876, -0.38131, 0.23334)
H (-3.45562, -0.54727, -1.97197)
Br (-0.08992, 1.55490, -2.31175)
C (-2.87930, 0.73203, 1.06350)
N (4.28905, 1.93539, 0.66013)
H (-0.76567, -1.50922, -1.50478)
C (-0.02258, -1.42449, 0.66482)
C (1.36534, -1.95078, -1.12006)
H (-2.86373, 2.03124, -2.01311)
C (-2.73069, 1.39029, -1.14889)
H (-3.12976, 0.80895, 2.12521)
C (-2.57867, 1.84158, 0.21113)
C (1.28216, -1.68255, 1.17099)
C (0.03197, -1.60446, -0.76593)
H (-2.52007, 2.87773, 0.51995)
Mg (-0.72483, 0.59725, -0.05692)
C (3.09214, 1.55629, 0.59474)
H (1.71486, -2.13190, -2.13440)
H (-3.71259, -1.29282, 0.56525)
C (5.49099, 1.60506, 0.94770)
H (1.62753, -1.58266, 2.20371)
N (6.61417, 1.37828, 1.19411)
C (2.10208, -2.06356, 0.08175)
H (-0.91215, -1.13687, 1.27081)
N (1.93239, 1.35388, 0.47499)

Forces on the atoms, in the same order (eV/Å):
-0.48 0.35 -0.04
-0.52 0.82 0.26
-0.48 0.60 0.43
0.48 0.01 0.15
0.82 0.35 -0.69
-0.76 -0.41 -0.18
1.70 1.32 -0.15
0.05 -0.02 0.40
-0.04 0.09 0.21
-0.90 -0.17 0.87
0.74 -0.21 0.20
-1.78 0.00 1.09
0.56 -0.13 -0.30
-0.89 -0.29 -0.83
0.21 -0.47 -0.51
0.57 -0.21 -0.24
0.31 -0.11 -0.01
1.61 0.04 -0.89
-3.32 -0.91 -0.25
-0.05 0.07 0.27
0.70 0.12 0.00
-0.03 -0.67 0.19
-0.27 -0.02 -0.38
-0.17 0.15 -0.05
0.02 0.17 0.31
0.64 -0.73 -0.37
1.25 0.28 0.49

Properties
- net charge = -2
- max |F| (eV/A) = 3.4
- E_HOMO (eV) = -1.03
- orbital gap (eV) = 5.91

Here are the Mulliken charges for atoms 1 to 6, given in e:
1 H 0.38
2 C -0.45
3 C -0.14
4 H 0.41
5 Br -0.71
6 C -0.52

***

One molecule with the formula C4H3NO in a non-equilibrium geometry, computed with ωB97M-V with the def2-TZVPD basis set.

Geometry (Å):
C (0.42414, 0.32903, -1.57450)
C (-0.27473, 1.01957, 1.85458)
C (-0.22727, 0.43161, 0.80561)
O (0.16445, -1.69124, -0.26289)
C (-0.24396, -0.36044, -0.43820)
H (-0.33112, 1.55175, 2.78118)
N (0.74523, 0.85161, -2.55428)
H (-1.27274, -0.41801, -0.80591)
H (1.01600, -1.71389, 0.19441)

Forces on the atoms, in the same order (eV/Å):
0.24 0.47 -0.89
0.03 -0.25 -0.53
-0.04 0.24 0.46
0.25 -0.02 0.02
-0.26 0.17 -0.09
0.06 -0.12 -0.21
-0.06 -0.48 1.02
-0.10 -0.09 0.29
-0.11 0.07 -0.07

Properties
- net charge = 0
- SMILES string = C#C[C@H](O)C#N
- max |F| (eV/A) = 1.1
- relative energy (zero: lowest compared OMol25 entry of this formula, charge and spin) (kJ/mol) = 150.5
- E_HOMO (eV) = -11.13
- orbital gap (eV) = 11.62

Here are the Mulliken charges for atoms 1 to 6, given in e:
1 C 0.06
2 C 0.07
3 C -0.61
4 O -0.50
5 C 0.42
6 H 0.40

***

An isolated ion of composition C8H15N4O2 and charge +1 in a non-equilibrium geometry, computed with ωB97M-V with the def2-TZVPD basis set.

Geometry (Å):
H (2.25451, -1.94881, 0.85171)
N (1.82979, 0.06262, -1.56574)
C (1.16647, -0.78027, -2.29691)
N (-3.07926, -1.43467, 0.02923)
C (-2.38064, 0.90976, -0.04241)
O (-3.58589, 1.33432, -0.41880)
H (-0.73551, -1.91506, -1.82182)
H (3.44948, 1.93732, 0.84350)
N (1.31720, 1.21768, 0.56968)
H (-0.67268, -1.39564, 1.53607)
H (1.78168, 2.97039, 1.00107)
H (-2.76990, -1.54776, -0.96686)
C (2.38537, 2.22175, 0.49942)
H (3.30854, -0.83018, 0.09177)
H (1.32728, -0.88540, -3.33742)
C (-0.02108, -1.19731, -1.46027)
H (-0.59856, 0.24849, 1.47956)
N (1.40048, 0.07012, -0.23075)
H (0.42725, 1.66324, 0.43779)
H (-4.35791, 0.59828, -0.37679)
H (-2.77710, -0.28140, 1.73788)
H (2.68193, -0.45524, 1.59534)
C (2.52848, -0.93950, 0.70408)
C (-0.86282, -0.55074, 0.96443)
H (-2.90091, -2.31535, 0.51089)
O (-1.41220, 1.56091, -0.31587)
C (-2.29705, -0.37253, 0.71947)
H (2.47669, 2.71910, -0.51604)
C (0.11635, -0.66410, -0.22219)

Forces on the atoms, in the same order (eV/Å):
-1.01 -0.89 -0.38
2.41 0.37 -1.85
-1.97 1.85 4.36
0.96 0.39 -0.79
-1.96 0.55 -0.43
-2.37 -2.14 -0.20
-0.33 0.13 0.18
-2.12 0.41 0.02
1.31 0.32 -0.17
0.15 -1.69 1.47
1.27 0.70 1.04
-0.37 0.11 1.33
0.24 0.59 -1.67
3.18 0.14 -2.27
0.40 -0.27 -0.71
1.28 -0.51 0.06
1.56 3.39 2.63
-0.74 -3.34 2.16
-0.54 0.05 -0.66
2.84 2.10 0.22
0.39 0.26 -1.02
-0.19 1.47 1.96
-2.93 0.78 -1.42
1.67 -3.18 -3.08
-0.28 0.11 -0.22
0.50 0.67 -0.02
-1.84 -1.09 -0.08
0.12 -1.04 0.75
-1.62 -0.25 -1.18

Properties
- net charge = +1
- SMILES string = CN[N@+]1(C)N=CC=C1C[C@H](N)C(=O)O
- max |F| (eV/A) = 5.1
- relative energy (zero: lowest compared OMol25 entry of this formula, charge and spin) (kJ/mol) = 493.4
- E_HOMO (eV) = -13.61
- orbital gap (eV) = 9.38

Here are the Mulliken charges for atoms 1 to 6, given in e:
1 H 0.34
2 N -0.92
3 C -0.35
4 N -0.70
5 C 0.58
6 O -0.53